1.
Entry from the OMol25 dataset: one molecule with the formula C21H26N4O2 (ωB97M-V/def2-TZVPD).

Each line ends with the natural charge from an NBO analysis.
Atoms and positions in Å:
O 0.80 0.26 -5.50  -0.491
O -0.54 -2.55 -2.40  -0.526
N 0.90 0.81 0.78  -0.641
N 0.29 2.41 2.40  -0.542
N -0.80 -1.60 0.28  -0.464
N -0.20 0.26 2.82  -0.404
C -1.33 -1.43 -2.10  -0.076
C -1.29 -1.64 1.65  -0.225
C 2.03 0.10 -3.40  -0.327
C -0.32 2.33 3.63  0.092
C 1.60 -0.76 -6.07  -0.253
C -0.64 0.98 3.91  0.168
C -0.02 -2.79 -0.04  -0.258
C 0.26 1.96 -2.36  -0.182
C -1.26 2.94 5.72  -0.233
C 0.14 1.55 -3.68  -0.258
C 1.38 1.86 -0.11  -0.233
C 1.26 1.45 -1.55  -0.087
C 2.15 0.52 -2.09  -0.137
C -1.27 0.60 5.08  -0.279
C -1.57 1.61 5.98  -0.229
C -1.90 -1.49 -0.68  -0.250
C -0.22 -1.17 2.65  -0.219
C 0.51 -2.67 -1.47  -0.072
C 1.02 0.61 -4.21  0.306
C -0.63 3.32 4.55  -0.209
C 0.34 1.19 1.95  0.572
H 2.43 2.06 0.14  0.198
H -1.51 3.69 6.45  0.209
H 2.74 -0.62 -3.78  0.221
H 0.49 -0.02 0.35  0.430
H -2.14 -1.41 -2.83  0.197
H -2.46 -0.58 -0.47  0.210
H -1.52 -0.42 5.29  0.207
H 2.65 -0.47 -6.11  0.175
H 0.81 2.77 0.09  0.227
H -0.43 2.69 -1.97  0.218
H -0.63 -3.70 0.04  0.174
H -0.73 -0.51 -2.20  0.181
H 1.22 -0.90 -7.08  0.202
H 0.77 -1.50 2.33  0.210
H -2.58 -2.36 -0.60  0.173
H -0.63 1.95 -4.32  0.227
H -0.43 -1.61 3.63  0.220
H -2.06 1.36 6.91  0.209
H 2.94 0.13 -1.47  0.207
H -2.15 -0.96 1.73  0.214
H 0.82 -2.87 0.65  0.204
H 1.50 -1.69 -5.51  0.180
H 1.06 -3.58 -1.75  0.194
H -0.39 4.35 4.34  0.218
H -1.63 -2.65 1.93  0.178
H 1.18 -1.80 -1.54  0.174

Net charge: 0
HOMO, eV: -7.46
Total energy, Eh: -1185.33449
Energy above the lowest of the compared OMol25 structures with the same formula, charge and spin, kcal per mole: 24.4
SMILES: COc1ccc(CNc2nc3ccccc3n2CCN2CCOCC2)cc1

2.
Entry from the OMol25 dataset: a 11-piece molecular cluster, C44H121N11O11 overall in a non-equilibrium geometry (ωB97M-V/def2-TZVPD).

Each line ends with the Löwdin charge.
Atoms and positions in Å:
O -5.80 2.93 -9.57  -0.181
O -4.71 -3.73 -5.13  -0.224
O 1.10 10.91 -9.52  -0.205
O -2.98 -9.80 4.05  -0.182
O 1.48 -0.60 1.85  -0.206
O 5.25 -2.54 11.12  -0.190
O 7.13 -0.99 -6.05  -0.194
O -5.64 7.92 -2.15  -0.185
O 6.28 -9.87 7.14  -0.202
O 3.59 12.97 3.06  -0.177
O -6.88 -0.68 5.60  -0.207
N 0.78 11.95 2.72  0.029
N -3.88 5.44 -4.32  0.024
N 4.06 -0.14 -7.95  0.012
N -1.88 -4.81 -5.69  0.024
N -3.02 -7.38 6.93  0.041
N 1.09 10.75 -6.76  0.037
N 0.85 -0.58 -1.76  -0.001
N -7.45 -3.36 5.56  0.013
N -3.66 0.90 -9.42  0.011
N 7.58 -12.39 9.61  0.029
N 5.11 -4.23 13.99  0.018
C -2.21 -6.45 -3.85  -0.057
C -5.18 6.65 -2.65  -0.200
C 6.33 -0.32 -7.03  -0.159
C 7.37 -4.31 13.67  -0.075
C -1.13 -8.72 6.13  -0.073
C 6.52 -8.56 6.67  -0.108
C -5.46 2.04 -10.61  -0.208
C -3.19 1.09 -11.53  -0.112
C 5.36 -11.90 9.18  -0.091
C 6.76 -11.79 8.60  -0.454
C 7.13 -10.37 8.16  -0.179
C 5.18 -2.09 -8.56  -0.079
C 1.03 -1.11 0.63  -0.201
C -7.47 -2.71 4.29  -0.451
C 6.09 -3.54 13.21  -0.427
C -2.45 -8.11 5.77  -0.472
C 4.61 13.79 2.59  -0.156
C -3.92 -10.61 3.43  -0.139
C -3.46 -9.09 5.22  -0.181
C -5.58 -0.38 5.13  -0.103
C 2.48 8.81 -6.72  -0.069
C 5.91 -3.68 11.70  -0.178
C 2.17 10.13 -7.51  -0.457
C 1.82 9.78 -8.95  -0.163
C 6.70 -1.04 -4.74  -0.132
C -6.60 7.74 -1.20  -0.168
C -4.64 7.67 -4.94  -0.054
C 1.36 -0.04 -0.53  -0.401
C -2.96 -5.53 -4.89  -0.362
C -5.81 -2.93 -4.75  -0.104
C -4.21 6.78 -3.72  -0.412
C -3.92 -4.46 -4.19  -0.186
C 5.01 -1.07 -7.42  -0.433
C 1.40 10.23 1.32  -0.078
C 3.15 11.95 2.03  -0.154
C 5.96 -1.36 11.14  -0.144
C 0.43 1.08 -0.39  -0.120
C -7.81 -1.21 4.64  -0.161
C 1.97 11.13 2.41  -0.452
C -3.91 1.84 -10.49  -0.434
C 1.86 12.12 -9.67  -0.110
C 1.79 -1.61 2.83  -0.075
C -7.22 2.97 -9.33  -0.094
C -8.51 -3.42 3.41  -0.063
H -0.43 -7.93 6.38  0.080
H 1.18 8.89 -8.94  0.123
H 6.24 -0.14 -4.34  0.093
H -1.77 -7.32 -4.33  0.070
H 6.93 -9.77 9.05  0.122
H 1.20 -0.02 -2.52  0.072
H 2.19 10.43 3.21  0.140
H 2.46 -2.25 2.25  0.077
H 3.13 -0.52 -8.00  0.075
H 2.70 9.05 -5.68  0.069
H 3.39 8.40 -7.15  0.066
H -4.87 -10.11 3.24  0.083
H -6.46 -2.96 3.95  0.127
H -4.26 0.09 -9.44  0.076
H 6.84 -3.86 11.17  0.115
H -8.80 -1.32 5.09  0.124
H -7.71 1.99 -9.29  0.080
H 2.38 -1.28 3.69  0.087
H 2.40 0.25 -0.62  0.147
H -0.91 -9.29 5.23  0.078
H 5.94 -1.83 -4.80  0.073
H 1.67 8.10 -6.84  0.073
H 2.13 12.59 -8.73  0.074
H -9.53 -3.39 3.79  0.079
H 3.96 11.25 1.78  0.122
H -5.60 0.66 4.81  0.082
H 7.38 -1.55 -4.06  0.090
H -4.79 -0.43 5.88  0.090
H -0.04 -1.29 0.60  0.118
H -3.80 7.76 -5.62  0.069
H -7.93 -0.57 3.77  0.120
H 5.08 -5.20 13.72  0.072
H -3.42 2.80 -10.36  0.148
H 5.89 -2.86 -8.27  0.069
H 5.60 13.38 2.74  0.085
H 2.78 12.14 -10.27  0.085
H -0.61 0.78 -0.53  0.080
H 5.20 -12.83 9.74  0.071
H -4.34 -8.49 4.98  0.117
H 7.42 -13.37 9.41  0.076
H 0.53 9.68 1.68  0.082
H 3.00 12.37 1.04  0.118
H 6.04 -7.91 7.39  0.079
H 1.09 12.68 3.34  0.061
H 4.27 -2.68 -8.66  0.077
H -5.66 2.52 -11.56  0.117
H -5.39 7.22 -5.59  0.071
H -3.48 -10.91 2.48  0.090
H 3.02 10.81 -7.52  0.123
H -1.34 -4.26 -5.04  0.053
H -8.38 -3.55 5.92  0.070
H -3.99 1.38 -8.60  0.065
H -3.28 -3.80 -3.60  0.116
H 4.56 14.82 2.94  0.086
H -2.13 0.94 -11.34  0.084
H 1.22 12.84 -10.18  0.086
H -0.15 -0.46 -1.84  0.061
H -3.21 7.11 -3.44  0.139
H 1.46 -2.10 0.44  0.109
H -4.93 8.66 -4.57  0.070
H -3.84 -9.82 5.93  0.133
H 7.59 -8.35 6.77  0.081
H -1.27 -9.36 7.00  0.083
H 8.16 -10.29 7.80  0.124
H -7.73 3.54 -10.10  0.084
H 7.06 -12.28 10.46  0.059
H -3.24 1.73 -12.41  0.074
H 0.41 10.95 -7.48  0.066
H -6.37 -3.33 -3.91  0.080
H -5.45 -1.92 -4.52  0.084
H -5.27 -0.93 4.23  0.083
H 1.32 11.50 -6.13  0.079
H -6.13 6.19 -2.90  0.135
H -6.84 8.72 -0.77  0.092
H 5.30 -4.57 11.54  0.124
H 5.21 -11.20 10.00  0.084
H 5.81 -0.71 12.00  0.086
H -2.11 -7.40 5.02  0.134
H -6.01 1.10 -10.70  0.123
H -2.55 -6.49 7.07  0.069
H -7.23 -2.56 6.14  0.053
H -4.64 5.28 -4.97  0.053
H 4.20 -3.94 13.68  0.076
H -3.59 0.11 -11.79  0.084
H -8.18 -4.42 3.16  0.077
H -3.89 -7.06 6.53  0.055
H 0.88 -2.14 3.08  0.087
H 6.15 0.66 -6.59  0.111
H -3.63 -6.07 -5.56  0.125
H 6.62 -12.45 7.75  0.138
H -7.48 3.37 -8.35  0.082
H 2.69 9.52 -9.54  0.126
H 4.60 -1.60 -6.55  0.129
H -7.55 7.32 -1.52  0.085
H -6.25 7.09 -0.39  0.086
H -4.67 -4.91 -3.54  0.111
H 7.31 -5.36 13.42  0.067
H 7.50 -4.34 14.76  0.076
H 4.32 0.16 -8.87  0.070
H -8.47 -2.92 2.45  0.069
H -2.97 -6.79 -3.14  0.066
H -6.47 -2.94 -5.61  0.086
H 0.33 1.41 0.65  0.076
H 5.58 -0.78 10.30  0.088
H 4.52 -12.02 8.50  0.081
H -1.42 -5.86 -3.39  0.069
H 8.29 -4.14 13.11  0.069
H 6.72 -0.04 -8.01  0.120
H -4.62 6.25 -1.80  0.133
H 4.49 13.91 1.51  0.074
H 0.47 12.51 1.94  0.069
H -4.20 -11.53 3.96  0.084
H 1.09 10.92 0.53  0.075
H 2.12 9.51 0.94  0.077
H 0.68 1.95 -0.99  0.089
H -3.05 5.55 -4.87  0.062
H 6.22 -2.48 13.43  0.130
H 6.99 -1.63 10.89  0.094
H 6.09 -8.26 5.71  0.088
H -2.43 -4.13 -6.20  0.050
H 5.61 -1.65 -9.46  0.077

Net charge: 0
HOMO, eV: -8.87
Total energy, Eh: -3178.42834
Energy above the lowest of the compared OMol25 structures with the same formula, charge and spin, kcal per mole: 225.9
SMILES: COC[C@H](C)N.COC[C@H](C)N.COC[C@H](C)N.COC[C@H](C)N.COC[C@H](C)N.COC[C@H](C)N.COC[C@H](C)N.COC[C@H](C)N.COC[C@H](C)N.COC[C@H](C)N.COC[C@H](C)N

3.
Entry from the OMol25 dataset: C60H44CaN6O2S2 as an isolated structure in a non-equilibrium geometry (ωB97M-V/def2-TZVPD).

Each line ends with the Löwdin charge.
Atoms and positions in Å:
Ca -0.37 -1.05 0.52  1.387
S 4.35 5.09 -0.61  0.757
S 2.69 3.16 1.01  0.383
O -0.38 0.29 -0.97  -0.334
O 1.89 -1.06 -2.15  -0.047
N -1.48 -2.70 -0.57  0.016
N 0.38 -0.93 2.65  0.003
N 2.52 3.57 -1.67  -0.126
N 1.40 2.82 -1.77  0.065
N 1.27 -2.57 0.42  -0.006
N -2.35 -0.99 1.60  0.008
C -2.09 0.33 -2.55  -0.025
C 0.26 -6.05 -2.76  -0.045
C 3.03 3.80 -0.51  -1.211
C -0.79 0.71 -2.14  -0.342
C -2.60 -0.46 2.82  -0.241
C 3.46 -3.24 0.45  -0.002
C 3.53 6.32 0.47  -0.471
C -7.07 -2.38 -1.96  -0.098
C 2.54 7.10 -0.34  -0.309
C 2.46 -2.37 1.04  -0.240
C -2.39 2.01 6.84  -0.093
C -7.56 -1.10 -2.11  -0.112
C 6.29 -0.47 1.89  -0.076
C -2.15 0.34 5.11  -0.205
C -4.60 -0.65 1.81  -0.017
C -1.93 1.63 5.59  -0.036
C -0.25 -0.30 3.68  -0.234
C 0.66 -6.91 -3.78  -0.100
C -5.82 -2.60 -1.39  -0.046
C -5.04 -1.53 -0.94  -0.191
C -4.02 -0.24 2.97  -0.014
C 6.80 -0.79 3.14  -0.110
C 2.43 1.97 -3.80  -0.049
C 2.91 8.28 -0.98  -0.072
C -1.76 -3.69 -2.62  -0.005
C -2.87 -0.55 5.92  -0.039
C 4.65 -1.67 3.76  -0.054
C 1.46 -3.50 -0.55  -0.254
C 1.27 6.58 -0.58  -0.039
C 2.04 8.93 -1.84  -0.117
C 2.70 -1.55 2.15  -0.050
C 5.97 -1.40 4.07  -0.101
C 1.97 -4.50 -3.39  -0.032
C -2.58 0.56 -3.82  -0.118
C -5.55 -0.24 -1.09  -0.038
C -2.91 -3.04 -2.32  -0.016
C 4.12 -1.33 2.52  -0.193
C 0.91 -4.84 -2.54  -0.193
C 0.48 -3.92 -1.46  -0.064
C 2.83 -3.95 -0.52  -0.010
C 0.72 0.11 4.67  -0.003
C -2.73 -2.44 -1.01  -0.268
C -1.64 -0.13 3.80  -0.063
C 0.78 8.40 -2.08  -0.122
C 1.94 -0.24 4.20  -0.001
C -0.02 1.47 -3.11  -0.115
C -3.71 -1.72 -0.31  -0.085
C -3.34 -0.17 7.16  -0.096
C -3.53 -1.13 0.96  -0.243
C 1.70 -0.93 2.94  -0.229
C 0.40 7.23 -1.44  -0.084
C -6.80 -0.02 -1.67  -0.086
C 1.71 -6.56 -4.60  -0.115
C 4.97 -0.74 1.58  -0.020
C -0.86 -3.46 -1.51  -0.233
C -1.80 1.19 -4.77  -0.139
C 2.37 -5.35 -4.40  -0.088
C -0.54 1.64 -4.39  -0.077
C 1.28 2.12 -2.83  -0.313
C -3.09 1.12 7.63  -0.114
H -3.04 -1.55 5.55  0.122
H -3.58 0.22 -4.07  0.091
H 0.50 0.63 5.59  0.098
H 2.94 2.93 -3.89  0.064
H -2.21 3.02 7.20  0.096
H 1.46 -0.51 -1.47  0.022
H -4.96 0.60 -0.77  0.125
H 4.32 6.94 0.89  0.061
H -8.53 -0.93 -2.56  0.090
H 4.49 -3.29 0.74  0.105
H 0.14 -7.85 -3.92  0.092
H -1.53 -4.22 -3.52  0.103
H 2.89 -0.03 4.64  0.099
H -2.17 1.36 -5.77  0.078
H 3.26 -4.73 -1.13  0.101
H -3.79 -2.95 -2.95  0.101
H -3.89 -0.87 7.77  0.093
H 3.91 8.68 -0.80  0.102
H 3.19 -5.07 -5.05  0.097
H 3.05 5.73 1.26  0.015
H 6.93 0.01 1.15  0.102
H 4.56 -0.48 0.61  0.129
H -4.51 0.18 3.83  0.101
H -1.38 2.33 4.97  0.126
H 0.97 5.66 -0.09  0.106
H -3.44 1.42 8.62  0.089
H 2.03 -7.22 -5.40  0.089
H 2.08 1.63 -4.78  0.055
H 1.28 -1.00 -2.90  0.044
H -2.70 -0.18 -1.81  0.077
H -5.66 -0.68 1.58  0.101
H -0.58 6.80 -1.64  0.100
H -7.66 -3.23 -2.29  0.093
H 7.83 -0.56 3.38  0.090
H 4.01 -2.17 4.49  0.114
H -7.17 0.99 -1.78  0.098
H -0.57 -6.33 -2.11  0.118
H 3.14 1.24 -3.41  0.072
H 0.05 2.19 -5.12  0.099
H 2.45 -3.54 -3.24  0.116
H 6.37 -1.67 5.05  0.092
H 2.35 9.84 -2.33  0.087
H 0.11 8.89 -2.77  0.086
H -5.45 -3.61 -1.26  0.115

Net charge: -2
HOMO, eV: -1.74
Total energy, Eh: -4266.00566
Energy above the lowest of the compared OMol25 structures with the same formula, charge and spin, kcal per mole: 0.0

The highest HOMO belongs to which entry? C60H44CaN6O2S2

What is the formula in the second record? C44H121N11O11